Record 1
Density functional theory data (ωB97M-V with the def2-TZVPD basis set) for a molecular structure, C33H83Ca3N5O15S in a non-equilibrium geometry.

Element x y z (Å)
N  3.56  2.38  0.40
H  -4.23  1.37  -4.38
O  3.33  3.80  -2.00
C  -2.65  0.90  4.34
H  1.19  -3.74  -5.54
H  2.52  -4.76  8.79
H  5.33  3.32  -0.35
H  -0.41  7.10  -0.50
C  0.67  -2.80  -5.34
H  5.38  -1.58  -1.55
H  0.71  5.89  -1.13
S  0.21  0.93  -1.08
C  4.82  -3.15  7.99
H  2.55  5.54  -2.82
C  -2.93  3.23  4.61
H  4.47  -2.27  8.53
H  -4.33  -3.36  -4.17
C  -3.51  -3.55  -3.48
Ca  2.98  1.47  -1.74
H  -1.25  -5.93  -4.12
O  4.38  0.00  -0.66
H  4.17  5.42  -0.94
H  5.43  -3.53  8.82
H  0.30  -1.73  3.98
C  -2.18  -5.58  -3.68
H  3.24  -1.64  1.90
H  -3.56  3.09  5.49
C  -0.44  -2.74  -6.44
H  4.63  4.18  0.98
H  -0.38  3.45  -0.84
H  -2.14  -5.64  -2.59
O  0.81  2.16  -1.57
C  -2.47  -1.72  -7.00
H  -2.98  0.19  -1.91
H  2.43  -3.04  8.58
N  -3.00  2.09  3.68
Ca  -0.96  -0.59  -4.13
H  -0.95  -3.68  -6.64
H  -0.05  -2.55  -7.44
C  -0.25  -4.58  -0.10
H  1.74  -5.16  6.51
Ca  -1.67  2.50  1.67
H  6.01  1.07  0.02
H  0.55  -4.19  7.44
H  -2.05  -1.18  -7.85
H  -2.95  -2.68  -7.17
H  1.74  -3.30  -1.08
C  4.25  1.50  1.28
H  -0.47  -3.51  -3.95
H  -1.42  6.48  2.00
H  4.77  1.96  2.12
H  1.39  4.45  -2.58
H  -4.03  -2.25  -1.92
C  -1.56  5.98  2.96
C  0.71  -2.65  3.58
C  2.64  -3.97  8.05
C  5.15  0.56  0.45
O  -0.82  3.90  -0.11
H  1.70  -0.76  2.17
H  -1.02  4.77  -2.55
H  -3.44  5.39  4.45
C  -0.07  6.07  -0.39
O  1.44  0.15  -0.69
H  5.51  -2.82  7.21
C  2.16  -1.73  1.94
H  -2.95  -1.21  0.84
C  0.61  -3.61  4.81
C  -3.50  1.45  -3.58
H  -0.95  -5.36  0.18
C  1.51  -4.18  6.92
O  -1.38  -1.73  -6.10
C  1.28  -2.92  -3.10
H  -2.57  -1.17  3.90
C  -1.29  5.15  -0.50
H  -0.08  -2.84  2.86
C  -3.29  -2.25  -2.72
C  0.80  -3.23  -1.64
C  4.52  -1.36  -0.93
H  3.48  0.87  1.72
H  -3.25  -1.14  -6.51
O  -1.97  -0.04  2.25
O  -2.21  1.43  -4.27
C  -1.99  2.66  -4.87
H  -3.27  0.62  5.19
H  -2.40  -2.31  -2.11
H  -3.94  2.11  3.30
H  2.01  -2.11  -3.15
C  2.44  4.45  -2.86
H  -1.57  0.84  4.48
H  -2.69  4.50  -2.06
H  2.71  4.91  -0.36
H  -0.42  -3.74  5.13
C  -3.27  4.53  3.80
H  -2.10  6.77  3.48
H  -1.08  2.57  -5.46
H  4.66  -1.90  0.01
C  4.39  3.54  0.14
O  -0.02  -4.43  -1.53
O  -2.29  4.78  2.82
H  3.58  -1.81  -1.26
H  -1.90  3.42  -4.09
H  -1.90  3.46  4.91
H  1.84  -2.18  1.00
H  -2.99  -6.20  -4.08
H  -0.75  -3.70  0.31
H  -4.19  -1.08  -4.22
H  1.85  -3.80  -3.39
H  0.82  -4.64  4.52
H  5.55  -0.18  1.15
H  0.24  -2.39  -1.22
O  1.98  -2.60  3.03
N  0.10  -2.68  -3.99
H  2.82  2.66  1.03
H  2.55  4.12  -3.89
H  0.60  -4.77  0.55
C  3.61  4.49  -0.81
N  -3.36  -1.08  -3.65
C  -2.88  -0.27  3.36
O  -0.71  1.21  -0.01
C  -2.00  -1.19  1.37
H  -4.22  4.30  3.31
N  1.45  -3.13  5.89
H  0.46  6.03  0.56
H  -2.04  6.16  -2.31
O  -0.48  0.24  -2.16
H  -2.14  5.43  0.12
H  -0.62  5.85  3.50
O  3.97  -4.16  7.54
H  2.39  -2.88  5.63
H  -3.89  -4.28  -2.77
H  -1.29  -0.95  0.57
H  -3.96  -0.21  3.21
H  -1.78  -2.16  1.83
C  -3.60  0.11  -2.80
H  -4.56  -0.02  -2.29
C  -1.83  5.16  -1.93
H  -2.76  2.94  -5.59
O  -2.36  -4.18  -4.05
H  -3.64  2.35  -2.97
H  1.38  -1.99  -5.50

Output
E_tot = -139851.0199 eV
relative energy (zero: lowest compared OMol25 entry of this formula, charge and spin) = 22.2 kcal per mole
orbital gap = 5.1675 eV
LUMO = -9.647 eV
total charge = +4

Atomic partial charges in e from the Löwdin method, atoms 1 to 5: -0.1555, 0.1377, -0.2944, -0.2148, 0.1420



Record 2
Density functional theory data (ωB97M-V with the def2-TZVPD basis set) for 5 unconnected molecules or ions with the total composition C33H83N4O5 in a non-equilibrium geometry.

Element x y z (Å)
C  -0.89  -6.07  -3.36
H  2.51  4.54  -9.82
H  2.40  1.99  -0.46
C  0.73  5.70  -8.01
H  -3.03  0.18  3.10
C  -0.31  3.36  -7.99
H  6.64  -4.30  6.37
H  -4.83  2.27  4.55
C  6.78  0.77  5.76
H  -0.32  3.70  -10.54
C  -3.53  4.32  3.99
H  -0.10  -7.68  -2.16
C  -0.53  -7.37  0.47
H  -6.13  4.27  1.98
H  0.84  1.44  -7.61
C  4.74  -0.79  6.10
N  1.01  4.17  -8.23
H  0.93  -4.92  0.22
C  1.57  1.29  -0.57
C  6.53  1.33  4.29
C  5.14  -0.13  9.21
H  0.78  -6.38  2.03
C  -1.04  5.93  -11.53
H  -4.38  4.92  4.32
O  -6.52  0.44  1.65
C  5.90  -4.05  7.13
H  3.78  1.52  5.96
H  -0.49  5.49  -6.22
H  6.81  -0.81  7.82
C  6.19  0.07  8.01
H  5.72  -0.45  10.08
H  -3.83  4.47  1.80
H  -5.45  0.25  -0.02
H  -0.25  -7.62  2.66
H  6.09  -4.51  8.10
H  1.72  3.27  -6.36
C  0.59  4.22  -10.84
C  4.46  1.50  6.82
N  5.56  0.41  6.71
C  -3.03  -5.51  -0.07
H  -0.06  -5.37  -3.44
H  -6.49  1.69  0.10
H  0.81  2.07  -0.64
H  -4.50  -5.11  2.11
C  -3.25  0.96  3.83
H  -7.64  -0.46  0.01
H  -3.71  1.26  1.05
H  5.71  2.04  4.37
H  -6.24  3.79  3.63
C  -0.21  -6.83  1.92
H  7.42  1.86  3.96
H  1.25  5.72  -5.94
H  1.61  -6.26  -0.73
H  -4.47  -6.70  2.67
H  -2.64  3.23  2.42
C  -0.83  -6.88  -2.05
H  -1.10  3.59  -8.71
H  -2.45  1.69  3.73
H  -1.29  6.93  -11.16
H  6.83  0.89  8.34
H  -0.89  -6.85  -4.13
H  -1.76  -5.43  -3.41
H  -0.82  1.04  -7.73
H  -3.48  -6.13  -0.84
H  -0.12  6.04  -8.61
H  4.28  -0.78  9.05
C  5.55  -2.00  5.87
H  -0.66  3.52  -6.97
H  -1.77  -7.40  -1.85
H  0.02  1.41  -9.12
H  7.37  -0.15  5.71
H  3.90  -1.02  6.75
H  1.83  2.93  -9.73
H  2.66  2.89  -7.86
C  -3.62  3.70  2.53
O  -3.08  -6.20  1.17
H  0.19  -8.07  0.04
H  -7.94  -0.91  1.81
H  0.75  -4.78  -1.51
C  -4.60  1.89  1.05
H  -8.47  0.61  1.19
H  6.57  -2.02  5.47
C  2.14  3.66  -7.28
O  0.29  5.56  -10.98
H  5.04  -4.59  6.76
C  1.58  3.99  -9.69
H  -3.23  3.67  4.81
H  -1.65  -4.60  -1.38
N  -4.77  2.61  2.46
H  6.17  0.59  3.57
H  -0.86  5.83  -12.60
H  3.87  1.33  7.73
H  4.37  -0.39  5.16
H  -1.47  -7.91  0.33
H  -1.23  -4.45  0.37
C  -7.70  -0.16  1.05
H  0.21  7.09  -6.37
C  -1.65  -5.08  -0.41
C  0.40  6.03  -6.56
H  2.81  4.49  -7.02
H  -4.49  2.61  0.25
H  -6.91  2.76  2.35
H  -5.48  0.91  3.71
H  -1.02  -6.12  2.12
H  1.03  3.81  -11.75
C  0.83  -5.51  -0.69
O  5.56  -2.68  7.19
C  -4.65  1.62  3.69
H  -3.61  -4.59  -0.14
H  1.76  0.85  -1.55
H  -1.75  5.21  -11.13
H  4.95  2.43  7.12
H  4.79  0.88  9.45
O  1.37  0.39  0.45
H  1.65  6.21  -8.30
N  -0.55  -6.17  -0.67
H  -5.12  -6.44  0.97
C  -5.78  1.05  0.64
H  -3.36  0.55  4.84
H  7.36  1.48  6.35
C  -4.41  -6.13  1.74
H  5.08  -2.70  5.18
C  -0.09  1.77  -8.09
C  -6.07  3.39  2.62
H  -2.83  5.16  4.00

Output
E_tot = -51732.8132 eV
relative energy (zero: lowest compared OMol25 entry of this formula, charge and spin) = 15.0 kcal per mole
orbital gap = 4.3075 eV
LUMO = -4.641 eV
total charge = +3

Atomic partial charges in e from the Löwdin method, atoms 1 to 5: -0.0492, 0.1462, 0.0139, -0.1373, 0.0808



Record 3
Density functional theory data (ωB97M-V with the def2-TZVPD basis set) for 10 unconnected molecules or ions with the total composition C33H87O34P7S3 in a non-equilibrium geometry.

Element x y z (Å)
O  7.27  -3.53  -1.41
O  -5.43  -2.91  -2.21
O  -3.80  5.06  -1.19
H  8.56  -1.98  -1.57
H  -2.90  2.50  -2.78
C  2.04  5.77  0.18
H  -1.05  -7.42  -1.05
C  0.49  1.31  -0.92
H  -3.47  -1.21  -2.13
O  -2.63  -7.76  2.74
O  3.04  -3.34  6.01
H  3.67  3.01  1.24
O  5.17  -4.73  -0.87
P  5.96  -4.28  -2.09
H  4.91  -6.21  -3.55
H  -6.62  -7.11  -3.48
O  -0.72  -1.27  -1.16
C  -6.05  -6.24  -3.15
C  3.38  2.15  0.62
H  -2.58  6.87  2.12
C  3.86  -4.09  -0.42
C  1.15  -1.03  3.64
H  -6.08  -5.85  1.62
H  0.53  7.04  5.16
H  0.70  2.06  -0.13
C  7.56  -2.26  -1.98
H  -1.58  -4.00  0.76
H  -1.11  -8.47  0.45
O  -2.89  -0.26  -0.40
O  -0.95  -0.51  1.23
H  -1.28  2.05  1.98
H  -1.86  8.79  -2.25
H  -7.25  -4.42  -3.37
C  -2.00  2.76  -3.33
P  4.25  -0.13  -0.03
H  -2.84  4.76  -4.06
H  4.93  -3.25  5.03
H  -3.22  3.22  -0.41
O  1.33  -4.31  4.67
H  1.46  2.70  6.77
H  -1.99  1.40  -4.88
H  4.61  -2.02  6.39
C  -3.35  -0.21  -1.79
C  -0.14  2.70  -4.78
H  7.51  -2.35  -3.06
O  3.24  -3.39  3.43
C  -5.34  -5.93  2.33
H  2.55  7.95  0.49
H  1.11  0.48  -0.76
C  -1.95  -4.01  1.78
H  -5.42  -5.07  2.99
O  5.27  -1.15  0.51
O  -6.52  -3.98  -0.27
H  1.82  -1.17  2.78
P  0.36  3.99  3.68
O  4.45  1.14  0.90
H  -1.33  -3.35  2.38
H  -0.79  5.99  5.42
H  1.34  -0.09  4.04
C  -2.87  8.55  -1.89
H  6.87  -1.53  -1.66
H  -4.03  -5.19  -0.59
C  -0.26  6.45  4.57
H  -0.69  0.96  -3.75
O  2.86  -0.63  -0.17
H  -1.26  3.16  -2.59
H  -0.93  7.05  3.98
C  -6.94  -5.12  -2.60
H  0.15  -1.34  3.45
H  0.78  -2.60  -1.69
H  1.47  1.77  5.21
H  5.98  -2.60  1.75
H  5.67  -1.03  2.54
P  2.37  -3.17  4.57
O  -2.36  -6.83  0.34
P  -4.10  6.56  -0.94
H  -5.30  -6.85  2.89
P  -1.32  -0.24  -0.15
H  0.60  6.17  -3.04
H  -5.41  -5.97  -4.10
C  -1.23  1.77  -4.21
H  -4.32  0.28  -1.79
H  6.15  -7.37  -3.66
H  -3.02  -3.80  1.75
H  -0.82  -3.24  -1.29
C  -1.10  -7.47  0.04
C  1.74  7.28  0.09
C  0.61  6.48  -1.99
H  4.81  -1.33  -2.85
H  2.40  1.66  0.94
O  1.66  -1.80  4.74
H  -5.04  3.50  -0.72
H  -0.44  6.67  -1.75
H  -3.42  8.74  -2.74
H  0.72  1.59  -1.96
O  -1.14  3.46  3.58
H  0.94  8.49  -1.50
H  5.38  -7.19  -2.14
C  -4.07  3.91  -0.31
C  1.42  -5.39  3.71
H  -5.64  -7.12  -1.25
H  4.92  -3.66  6.83
H  1.81  -4.96  2.79
H  2.03  -6.20  4.15
O  -4.03  6.74  0.63
H  0.27  -2.63  0.03
H  0.50  2.99  -3.96
C  0.90  2.49  5.84
C  -0.09  -2.53  -0.99
H  -2.46  5.48  1.07
O  -0.31  5.35  -4.90
H  0.79  7.50  0.60
C  4.44  -3.09  6.06
O  1.31  3.41  2.70
P  -2.73  -6.53  1.89
H  -3.14  3.40  -5.13
H  -1.43  3.75  1.48
H  0.36  2.23  -5.61
H  -7.76  -5.49  -1.99
H  1.71  5.17  1.01
C  -5.08  -6.61  -2.03
H  3.98  -3.83  0.65
C  -1.66  3.03  2.22
H  -3.88  -4.92  -2.40
H  2.42  7.57  -2.10
H  3.09  5.75  0.01
O  -0.13  4.37  -0.53
H  -2.72  3.01  2.49
C  5.30  -1.72  1.84
O  0.73  3.73  5.16
H  -1.90  7.10  0.64
S  1.00  4.99  -1.18
H  -2.63  0.39  -2.41
O  -5.37  7.11  -1.45
C  4.36  -0.31  -2.67
O  -1.71  -5.38  2.36
S  -5.87  -4.14  -1.57
H  3.33  2.43  -0.41
O  -4.10  -5.78  1.65
O  0.28  5.56  3.57
H  -4.29  -7.26  -2.28
H  -4.28  4.17  0.75
H  4.25  -2.02  2.03
C  -2.69  6.52  1.14
H  -3.32  9.07  -1.02
O  -0.90  1.08  -0.87
O  5.21  -3.53  -3.15
H  3.67  -3.23  -1.05
H  4.71  0.30  -3.47
O  -2.71  7.13  -1.61
C  1.56  7.55  -1.44
C  -2.48  3.81  -4.37
O  1.69  4.19  -2.19
H  -0.01  2.12  6.21
H  0.44  -5.75  3.52
O  -1.39  4.13  -6.73
S  -1.01  4.15  -5.34
H  3.03  -4.76  -0.49
H  3.27  -0.30  -2.63
C  -4.51  -5.27  -1.55
O  4.92  0.21  -1.41
O  6.65  -5.62  -2.60
H  -0.31  -6.79  0.54
C  5.72  -6.65  -3.00

Output
E_tot = -202787.1120 eV
relative energy (zero: lowest compared OMol25 entry of this formula, charge and spin) = 0.0 kcal per mole
orbital gap = 10.3105 eV
LUMO = 0.222 eV
total charge = 0

Atomic partial charges in e from the Löwdin method, atoms 1 to 5: -0.2165, -0.3307, -0.2237, 0.1093, 0.0957